C7H10ClN in the gas phase, computed with ωB97M-V/def2-TZVPD.

Values from the calculation:
HOMO energy (alpha / beta) = -7.9 / -7.7 eV
Strongest force on any atom = 0.88 eV/A
Energy = -21430.94622 eV
2S+1 = 1
Charge = 0
LUMO (alpha / beta) = 0.0068 / -0.0135 Eh
ΔE to the lowest compared entry with this formula, charge and spin = 27.7 kcal/mol

Last columns: bonded neighbours and bond lengths (Å).
Positions of all 19 atoms, in Å:
1 C -0.5072 -1.3948 -0.5692  C2 1.357, N8 1.341, H10 1.086
2 C 0.4751 -0.6553 0.0040  C1 1.357, C3 1.499, C7 1.492
3 C 0.2381 0.7973 0.2893  C2 1.499, C4 1.531, H11 1.096, H12 1.094
4 C -0.8377 1.3814 -0.6301  C3 1.531, C5 1.531, H13 1.091, H14 1.092
5 C -2.0246 0.4281 -0.7933  C4 1.531, C6 1.501, N8 1.439, H15 1.094
6 C -2.8191 0.1559 0.4511  C5 1.501, Cl9 1.683, H16 1.078
7 C 1.7912 -1.2367 0.4007  C2 1.492, H17 1.087, H18 1.091, H19 1.093
8 N -1.6981 -0.9573 -1.0037  C1 1.341, C5 1.439
9 Cl -4.4517 -0.2366 0.3332  C6 1.683
10 H -0.3643 -2.4597 -0.7282  C1 1.086
11 H -0.0585 0.9191 1.3371  C3 1.096
12 H 1.1734 1.3480 0.1555  C3 1.094
13 H -1.1898 2.3409 -0.2484  C4 1.091
14 H -0.4085 1.5488 -1.6201  C4 1.092
15 H -2.6866 0.7679 -1.5947  C5 1.094
16 H -2.3182 -0.2104 1.3326  C6 1.078
17 H 1.8245 -2.3015 0.1852  C7 1.087
18 H 1.9870 -1.0859 1.4638  C7 1.091
19 H 2.5989 -0.7476 -0.1489  C7 1.093